No. 1
Computed, not measured: a 2-piece molecular cluster, C3H12N4 overall in a non-equilibrium geometry, with ωB97M-V/def2-TZVPD.

Summary:
F_max, Eh/bohr: 0.0232
Charge: +1
Calculated total energy, eV: -9256.469
⟨S²⟩: 0.76
Energy relative to the best compared isomer or geometry (same formula, charge and spin), kJ/mol: 64.1
Orbital gap (alpha / beta), Ha: 0.2928 / 0.1522
Spin multiplicity: 2

Structure (XYZ):
```
19
C3H12N4, DFT ωB97M-V/def2-TZVPD
C -1.679 -0.024 0.360
C -1.303 -0.969 1.294
N -0.879 -0.574 2.552
N -2.071 -0.344 -0.893
H -1.711 1.022 0.665
H -1.382 -2.035 1.065
H 0.098 -0.807 2.712
H -1.402 -1.085 3.257
H -1.356 -0.516 -1.606
H -2.763 0.301 -1.256
N 1.673 1.857 -1.039
C 2.057 0.531 -1.499
N 1.771 -0.620 -0.634
H 0.685 1.888 -0.794
H 2.186 2.108 -0.206
H 1.559 0.347 -2.447
H 3.125 0.540 -1.707
H 2.251 -0.504 0.246
H 0.778 -0.655 -0.434
```

***

No. 2
Computed, not measured: C44H39GeN5O2Ti as an isolated structure in a non-equilibrium geometry, with ωB97M-V/def2-TZVPD.

Summary:
F_max, Eh/bohr: 0.0694
Charge: 0
Calculated total energy, eV: -137440.292
⟨S²⟩: 2.03
Orbital gap (alpha / beta), Ha: 0.1560 / 0.2469
Spin multiplicity: 3

Structure (XYZ):
```
92
C44H39GeN5O2Ti, DFT ωB97M-V/def2-TZVPD
Ti 2.046 -0.137 -0.810
C -0.742 1.922 -3.263
C 0.196 0.960 -2.901
N 1.032 1.131 -1.880
C 1.039 2.339 -1.234
C 0.149 3.383 -1.573
C -0.801 3.116 -2.580
C 0.321 4.630 -0.939
C 1.360 4.816 -0.064
C 2.261 3.789 0.253
C 2.112 2.538 -0.312
N 2.922 1.417 -0.186
C 4.281 1.389 -0.495
C 5.291 2.184 0.035
C 6.614 1.988 -0.358
C 6.953 1.021 -1.282
C 5.958 0.226 -1.881
C 6.208 -0.744 -2.890
C 5.134 -1.434 -3.441
C 3.846 -1.184 -3.015
N 3.558 -0.277 -2.041
C 4.617 0.421 -1.480
H -1.416 1.724 -4.085
H 0.297 0.029 -3.446
H -1.534 3.867 -2.845
H -0.351 5.445 -1.174
H 1.498 5.788 0.394
H 3.081 3.982 0.930
H 5.045 2.942 0.767
H 7.387 2.612 0.075
H 7.988 0.886 -1.570
H 7.219 -0.926 -3.230
H 5.297 -2.166 -4.222
H 2.999 -1.714 -3.438
O 0.890 -0.366 0.856
C 0.187 -1.224 0.254
O 0.360 -1.436 -0.986
C -0.819 -2.111 0.962
C -2.218 -2.000 0.335
Ge -3.410 -0.489 0.880
C -2.829 1.348 1.274
C -3.708 2.354 0.869
C -3.582 3.644 1.357
C -2.563 3.950 2.245
C -1.650 2.973 2.609
C -1.784 1.677 2.134
C -4.138 -1.097 2.619
C -5.431 -1.586 2.793
C -5.880 -1.994 4.041
C -5.034 -1.943 5.137
C -3.738 -1.470 4.980
C -3.302 -1.045 3.734
C -4.712 -0.360 -0.597
C -4.221 -0.417 -1.901
C -5.070 -0.322 -2.993
C -6.435 -0.172 -2.798
C -6.937 -0.084 -1.508
C -6.082 -0.171 -0.419
H -0.826 -1.897 2.030
H -0.454 -3.132 0.818
H -2.811 -2.874 0.611
H -2.094 -2.017 -0.748
H -4.514 2.114 0.185
H -4.285 4.410 1.051
H -2.475 4.952 2.647
H -0.840 3.214 3.286
H -1.071 0.927 2.445
H -6.093 -1.663 1.939
H -6.894 -2.356 4.157
H -5.379 -2.273 6.108
H -3.068 -1.431 5.829
H -2.291 -0.666 3.633
H -3.154 -0.520 -2.068
H -4.667 -0.368 -3.997
H -7.105 -0.114 -3.646
H -7.999 0.055 -1.349
H -6.484 -0.068 0.582
C 2.742 -5.546 -0.561
C 3.125 -4.168 -0.144
C 4.079 -3.679 0.720
C 3.906 -2.282 0.739
N 2.909 -1.938 -0.069
N 2.460 -3.092 -0.608
C 4.649 -1.250 1.518
H 3.594 -6.219 -0.508
H 2.368 -5.537 -1.585
H 1.954 -5.938 0.084
H 4.817 -4.238 1.269
H 1.641 -3.069 -1.194
H 5.011 -1.668 2.456
H 3.989 -0.408 1.725
H 5.503 -0.881 0.947
```

***

No. 3
Computed, not measured: one molecule with the formula C3H3ClN2S2 in a non-equilibrium geometry, with ωB97M-V/def2-TZVPD.

Summary:
F_max, Eh/bohr: 0.1176
Charge: 0
Calculated total energy, eV: -40330.248
SMILES: ClCC1=NSC=NS1
Energy relative to the best compared isomer or geometry (same formula, charge and spin), kJ/mol: 149.8
Orbital gap, Ha: 0.3241

Structure (XYZ):
```
11
C3H3ClN2S2, DFT ωB97M-V/def2-TZVPD
Cl -1.875 -1.548 1.807
C -1.347 0.126 1.550
C -0.465 0.060 0.180
N -0.571 1.165 -0.337
S 0.368 1.679 -1.655
C 1.892 1.021 -1.230
N 2.226 -0.113 -0.624
S 0.865 -1.141 -0.165
H -0.518 0.546 2.263
H -2.025 0.857 1.306
H 2.633 1.701 -1.435
```

***

No. 4
Computed, not measured: one molecule with the formula C5H9ClS2 in a non-equilibrium geometry, with ωB97M-V/def2-TZVPD.

Summary:
F_max, Eh/bohr: 0.0688
Charge: 0
Calculated total energy, eV: -39521.477
SMILES: CS/C=C(/CCl)SC
Energy relative to the best compared isomer or geometry (same formula, charge and spin), kJ/mol: 212.1
Orbital gap, Ha: 0.3212

Structure (XYZ):
```
17
C5H9ClS2, DFT ωB97M-V/def2-TZVPD
C 1.827 -0.848 1.403
S 1.787 -1.155 -0.321
C 0.049 -1.141 -0.577
C -0.910 -0.197 -0.368
C -2.266 -0.594 -0.983
Cl -3.152 -0.798 0.675
S -0.814 1.367 0.362
C 0.621 2.177 -0.314
H 2.699 -1.133 1.986
H 0.975 -1.282 2.010
H 1.637 0.144 1.584
H -0.124 -1.883 -1.280
H -2.191 -1.695 -1.205
H -2.996 -0.060 -1.811
H 0.674 2.168 -1.442
H 0.520 3.170 0.210
H 1.664 1.759 0.070
```

***

No. 5
Computed, not measured: one molecule with the formula C4H7NS2 in a non-equilibrium geometry, with ωB97M-V/def2-TZVPD.

Summary:
F_max, Eh/bohr: 0.0313
Charge: 0
Calculated total energy, eV: -27420.632
SMILES: CCS/N=C\C=S
Energy relative to the best compared isomer or geometry (same formula, charge and spin), kJ/mol: 117.1
Orbital gap, Ha: 0.2752

Structure (XYZ):
```
14
C4H7NS2, DFT ωB97M-V/def2-TZVPD
C 1.533 -0.666 0.629
C 0.735 -1.039 -0.607
S -1.061 -1.053 -0.257
N -1.247 0.532 -0.323
C -2.303 1.263 -0.231
C -3.651 0.887 -0.019
S -4.194 -0.644 0.229
H 1.183 0.288 1.015
H 1.421 -1.417 1.408
H 2.588 -0.574 0.382
H 0.979 -2.035 -0.976
H 0.878 -0.308 -1.402
H -2.113 2.324 -0.352
H -4.372 1.699 -0.031
```

***

No. 6
Computed, not measured: a 2-piece molecular cluster, CH3NO2S overall in a non-equilibrium geometry, with ωB97M-V/def2-TZVPD.

Summary:
F_max, Eh/bohr: 0.0596
Charge: 0
Calculated total energy, eV: -17501.012
Energy relative to the best compared isomer or geometry (same formula, charge and spin), kJ/mol: 430.1
Orbital gap (alpha / beta), Ha: 0.3096 / 0.3237

Structure (XYZ):
```
8
CH3NO2S, DFT ωB97M-V/def2-TZVPD
C -0.052 -0.365 -0.063
N -0.920 -1.274 -0.558
O -4.132 -0.655 0.813
O -2.958 1.286 0.039
S -3.596 0.031 -0.287
H 0.607 -0.394 -0.967
H 0.593 -0.705 0.932
H -0.518 0.731 -0.181
```